# 1
The following is a quantum chemistry calculation of a molecular structure, C21H41AlBrCaCl7CsF6N2NaO12PS3, from the OMol25 dataset.

The value obtained for the HOMO energy is -8.4097 eV.

Geometry as ORCA input:
```
! wB97M-V def2-TZVPD RIJCOSX def2/J DEFGRID3
* xyz 1 1
C 2.4118 -0.5147 0.2401
C 3.4952 -0.4665 -0.8001
O 3.0214 -0.0403 -2.0861
C 2.0453 -0.8201 -2.5890
O 2.2135 -2.0100 -2.7405
C 0.7372 -0.1894 -2.9261
C 0.7288 1.2821 -3.3845
C -0.5572 1.9580 -2.8732
C -0.5344 2.7445 -1.5499
C 0.8430 2.8560 -0.8431
Cl 0.7062 2.6168 0.9428
C 1.6039 4.1585 -1.0427
C 2.0947 4.4215 -2.4732
O -0.8825 4.1490 -1.9410
S -1.7741 4.9098 -0.9053
O -2.9789 5.3335 -1.5350
O -1.0455 5.8645 -0.1532
O -2.0336 3.6661 0.0509
C -1.7355 2.4418 -0.6381
P -3.2964 1.8552 -1.5244
C -3.6844 2.7724 -3.0659
C -4.1306 1.8154 -4.1922
C -4.6667 2.0795 -0.3170
C -5.3957 0.7560 -0.0777
H 2.8161 -0.7097 1.2296
H 1.6078 -1.3499 0.0401
H 1.8689 0.4193 0.2456
H 4.2314 0.2579 -0.4653
H 4.0359 -1.3914 -0.8701
H 0.3132 -0.8229 -3.6994
H 0.1147 -0.3129 -2.0362
H 0.6462 1.2709 -4.4672
H 1.6495 1.7817 -3.1165
H -1.3050 1.1692 -2.8281
H -0.8970 2.6432 -3.6416
H 1.4909 2.0448 -1.1546
H 2.4816 4.0653 -0.4073
H 1.0666 5.0083 -0.6434
H 1.9975 5.4860 -2.6732
H 3.1540 4.2088 -2.5699
H 1.5163 3.9249 -3.2445
H -1.5598 1.6278 0.0575
H -4.4879 3.4726 -2.8449
H -2.8549 3.3732 -3.4109
H -3.6205 2.0865 -5.1121
H -3.8587 0.7888 -3.9618
H -5.1995 1.8871 -4.3645
H -4.3025 2.5165 0.6117
H -5.3712 2.7799 -0.7729
H -6.4621 0.9805 0.0899
H -5.3431 0.0782 -0.9252
H -5.0000 0.2030 0.7720
Ca -8.1418 1.7452 1.1377
C 6.2939 -1.8427 1.6048
O 5.7402 -2.0156 0.2836
H 5.5161 -1.4672 2.2646
H 6.6508 -2.7987 1.9857
H 7.1189 -1.1343 1.5716
H 6.4547 -2.3523 -0.2695
C -8.2451 0.4406 -4.6505
Cl -7.9820 1.2919 -3.0970
Cl -7.0420 -0.8057 -4.9235
H -9.2251 -0.0170 -4.6153
H -8.1868 1.1779 -5.4409
C 10.7289 -1.7019 1.8606
Cl 9.7575 -1.9870 0.3987
Cl 9.8959 -0.5369 2.9208
Cl 10.9107 -3.2313 2.6642
Cl 12.2862 -1.0399 1.3834
C -9.6434 0.3205 5.1118
C -8.2456 0.5511 4.6350
O -7.9700 0.7578 3.4200
N -7.2520 0.5446 5.5432
C -7.3067 0.3395 6.9974
H -10.3194 0.3588 4.2638
H -9.7284 -0.6594 5.5817
H -9.9335 1.0898 5.8278
H -6.3330 0.7031 5.1441
H -6.9106 1.2220 7.5000
H -6.7008 -0.5263 7.2658
H -8.3224 0.1707 7.3336
N 11.1483 -7.7472 0.7683
S 10.9682 -8.1677 -0.7596
O 12.1676 -8.5743 -1.4087
O 10.0352 -7.3728 -1.4919
F 10.1930 -9.5214 -0.4837
S 11.9433 -6.4212 1.0196
O 12.3149 -6.2853 2.3909
O 11.4451 -5.2623 0.3431
F 13.3365 -6.6935 0.3020
Br -0.0536 -2.1444 0.3364
Na 3.4929 -2.8550 -0.9014
F -3.6625 -2.4548 3.8753
Al -2.3935 -3.5586 3.6224
F -1.4476 -3.5722 4.9916
F -1.5363 -2.9219 2.3141
F -3.0085 -5.0558 3.2630
Cs -4.7222 0.8837 4.7033
*
```

# 2
The following is a quantum chemistry calculation of a molecular structure, C30H31N4Ru, from the OMol25 dataset.

The value obtained for the HOMO energy (alpha / beta) is -6.5589 / -7.1830 eV.

Geometry as ORCA input:
```
! wB97M-V def2-TZVPD RIJCOSX def2/J DEFGRID3
* xyz 0 2
Ru 0.0640 -0.0151 0.3535
C 2.5538 3.4061 1.1742
C 2.7466 1.9291 1.5427
C 2.9990 0.9974 0.3346
N 2.0889 -0.1323 0.2667
C 2.5175 -1.3514 0.5946
C 3.7005 -1.5584 1.3215
C 4.3711 -2.7269 1.6386
C 4.1355 -4.0189 1.1899
C 3.0688 -4.4553 0.4258
C 1.9153 -3.7701 0.0641
C 1.5573 -2.4265 0.2441
N 0.3281 -1.9783 0.0022
C -0.7380 -2.9176 -0.2897
C -2.0827 -2.2440 -0.5678
C -2.6000 -1.3309 0.5482
N -1.9133 -0.0643 0.4660
C -2.4261 1.0511 0.9794
C -3.5018 1.0343 1.8757
C -4.2247 2.0818 2.4242
C -4.1862 3.4260 2.0876
C -3.3047 4.0515 1.2204
C -2.1594 3.5525 0.6163
C -1.6396 2.2499 0.5999
N -0.4222 1.9537 0.1448
C 0.4551 3.0154 -0.3190
C 1.1112 3.8039 0.8411
H 3.2128 3.6724 0.3406
H 2.8658 4.0199 2.0233
H 1.8602 1.5706 2.0692
H 3.5852 1.8407 2.2374
H 4.0366 0.6552 0.3249
H 2.8628 1.5620 -0.5891
H 4.1410 -0.6613 1.7381
H 5.2299 -2.6031 2.2882
H 4.8653 -4.7694 1.4702
H 3.0930 -5.4953 0.1212
H 1.1703 -4.3866 -0.4202
H -0.8514 -3.6138 0.5523
H -0.4842 -3.5108 -1.1762
H -2.8093 -3.0375 -0.7516
H -2.0000 -1.6433 -1.4773
H -2.4288 -1.8005 1.5276
H -3.6786 -1.1898 0.4245
H -3.7885 0.0480 2.2196
H -4.9523 1.7982 3.1756
H -4.9289 4.0618 2.5552
H -3.4856 5.1062 1.0463
H -1.5660 4.3012 0.1085
H -0.0908 3.6986 -0.9766
H 1.2235 2.5582 -0.9374
H 0.4924 3.6617 1.7300
H 1.0959 4.8725 0.6082
C 0.1010 -0.2180 2.4564
C 0.0657 -0.1862 3.6682
C 0.0426 -0.1503 5.0988
C -0.2163 -1.3071 5.8395
C -0.2351 -1.2615 7.2239
C 0.0019 -0.0659 7.8871
C 0.2561 1.0893 7.1605
C 0.2771 1.0500 5.7763
H -0.3977 -2.2352 5.3141
H -0.4356 -2.1616 7.7915
H -0.0093 -0.0349 8.9694
H 0.4390 2.0215 7.6800
H 0.4741 1.9452 5.2011
*
```

# 3
The following is a quantum chemistry calculation of a molecular structure, C47H40BBrN5O7PrSeSi, from the OMol25 dataset.

The value obtained for the HOMO energy (alpha / beta) is -2.2418 / -2.2231 eV.

Geometry as ORCA input:
```
! wB97M-V def2-TZVPD RIJCOSX def2/J DEFGRID3
* xyz -2 3
Pr -0.2366 0.2764 0.0699
C 5.3226 -2.8140 -0.1891
O 4.9818 -1.7806 -1.0721
C 5.9662 -1.0909 -1.7042
C 7.3035 -1.4558 -1.7024
C 8.2392 -0.7439 -2.4411
C 7.8363 0.3286 -3.2102
C 6.5088 0.7200 -3.2061
C 5.5593 0.0523 -2.4378
N 4.2482 0.4844 -2.4515
C 3.3230 0.5203 -1.3900
N 3.8958 0.5027 -0.1806
C 3.4211 0.2058 1.1180
C 2.0631 0.0468 1.4232
C 1.8423 -0.2208 2.7962
C 2.8449 -0.3300 3.7412
C 4.1775 -0.1769 3.3781
C 4.4650 0.0930 2.0577
O 5.7753 0.2533 1.5638
C 6.8143 0.3411 2.4889
N 2.0758 0.7262 -1.6410
C 1.6825 0.6179 -2.9848
C 1.2916 1.7224 -3.7276
C 0.8443 1.5737 -5.0322
C 0.8175 0.3229 -5.6161
C 1.2405 -0.7912 -4.9031
C 1.6678 -0.6566 -3.5923
O 2.1281 -1.6648 -2.7991
C 1.8045 -2.9857 -3.1506
H 4.3830 -3.1338 0.2588
H 5.9943 -2.4585 0.5999
H 5.7863 -3.6593 -0.7147
H 7.6297 -2.3077 -1.1243
H 9.2743 -1.0544 -2.4249
H 8.5551 0.8733 -3.8032
H 6.1898 1.5669 -3.7975
H 3.9549 0.9894 -3.2766
H 4.9065 0.5309 -0.1967
H 0.8195 -0.3374 3.1481
H 2.6050 -0.5407 4.7778
H 4.9596 -0.2604 4.1231
H 7.7111 0.5763 1.9119
H 6.9699 -0.6049 3.0237
H 6.6363 1.1350 3.2234
H 1.3308 2.6988 -3.2687
H 0.5061 2.4412 -5.5821
H 0.4695 0.1988 -6.6325
H 1.1965 -1.7650 -5.3667
H 2.0440 -3.5928 -2.2768
H 2.4096 -3.3321 -4.0025
H 0.7383 -3.0709 -3.3826
Br -0.3141 4.2862 -1.5874
C -1.5249 2.9686 -2.2308
C -2.7143 3.3927 -2.7888
C -3.4608 2.4358 -3.4611
C -2.9511 1.1546 -3.5733
C -1.7921 0.8219 -2.8842
N -1.0871 1.7308 -2.2014
C -1.2807 -0.6345 -2.8839
O -1.5088 -1.2957 -3.8958
O -0.6832 -0.9914 -1.8447
H -3.0454 4.4166 -2.6899
H -4.4120 2.6946 -3.9022
H -3.4519 0.3912 -4.1476
Se -5.5413 1.4853 -0.9162
C -3.9392 1.0082 -0.4251
N -2.8616 0.6976 -0.1198
O -1.7184 3.4231 1.1534
B -0.6442 2.4800 1.2692
O -0.4435 2.3351 2.6886
C -1.3225 3.1218 3.3310
C -1.4998 3.3337 4.6831
C -2.5016 4.2171 5.0639
C -3.2869 4.8689 4.1256
C -3.1031 4.6749 2.7632
C -2.1157 3.7899 2.3810
H -0.8819 2.8323 5.4127
H -2.6711 4.4050 6.1165
H -4.0563 5.5518 4.4602
H -3.7074 5.1899 2.0322
C -4.4843 -0.6337 4.9118
C -4.1524 -1.9741 4.7885
C -3.2250 -2.3740 3.8437
C -2.5829 -1.4595 3.0135
C -2.9534 -0.1249 3.1383
C -3.8966 0.2901 4.0636
Si -1.2035 -1.9965 1.7225
C -2.2108 -3.4874 1.0032
C -1.7460 -4.7980 1.0463
C -2.4707 -5.8477 0.5116
C -3.6900 -5.6080 -0.0992
C -4.1649 -4.3080 -0.1714
C -3.4327 -3.2681 0.3711
H -5.2011 -0.3120 5.6598
H -4.6224 -2.7073 5.4351
H -2.9876 -3.4244 3.7355
H -2.4919 0.6048 2.4793
H -4.1725 1.3368 4.1193
H -0.4644 -2.8768 2.7659
H -0.7890 -4.9922 1.5150
H -2.0888 -6.8601 0.5784
H -4.2691 -6.4297 -0.5070
H -5.1134 -4.1078 -0.6542
H -3.8104 -2.2549 0.3019
*
```

# 4
The following is a quantum chemistry calculation of a molecular structure, C4H8O3, from the OMol25 dataset.

The value obtained for the HOMO energy is -9.4760 eV. The calculation puts the relative energy (zero: lowest compared OMol25 entry of this formula, charge and spin) at 323.75 kJ/mol.

Geometry as ORCA input:
```
! wB97M-V def2-TZVPD RIJCOSX def2/J DEFGRID3
* xyz 0 1
C -2.6653 0.0685 -0.4337
O -1.7348 -0.2763 0.6041
C -0.4880 0.1631 0.3412
O -0.2871 0.9370 -0.5738
C 0.6350 -0.4544 1.0669
C 1.8869 -0.2085 -0.4329
O 3.1316 0.0584 0.0791
H -2.5649 -0.6526 -1.2530
H -3.6614 0.0104 -0.0010
H -2.4646 1.0678 -0.8229
H 1.2276 0.1816 1.7079
H 0.2688 -1.2936 1.7336
H 1.7979 -1.1847 -0.8774
H 1.6324 0.5701 -1.1920
H 3.2858 1.0132 0.0539
*
```

| no. | strongest force on any atom (eV Å⁻¹) |
| --- | --- |
| 1 | 8.3 |
| 2 | 2.3 |
| 3 | 2.3 |
| 4 | 1.8 |